[1]
97
Properties=species:S:1:pos:R:3 method="wB97M-V/def2-TZVPD" spin_multiplicity=3 orbital_gap_ev="6.34 / 6.01" e_homo_ev="-4.459 / -4.459" s_squared=2.0082 total_charge=-1
Ga -0.72 -0.92 1.25
S -1.45 -4.39 0.91
P -0.04 -3.05 0.40
O 1.16 0.01 -3.89
O 1.71 -1.82 -2.71
O -1.13 -1.19 3.05
O 1.20 5.95 -3.20
O -0.06 -8.37 5.64
N 1.95 6.96 -3.49
N -4.95 0.13 -0.92
N -1.21 -7.81 5.48
C -0.28 -7.20 3.27
C -1.18 -5.01 6.33
C -1.51 -8.56 7.83
C 1.27 0.83 -0.25
C -2.46 -0.49 0.34
C 0.90 -1.24 -3.41
C 0.82 2.00 -2.47
C -3.84 -0.15 -1.59
C 0.38 1.79 -1.02
C 1.49 7.13 -5.94
C -0.50 -5.45 5.04
C 3.35 6.49 -3.72
C -4.78 0.06 0.40
C 1.30 7.77 -4.57
C 0.22 1.02 -3.46
C -3.32 -7.35 6.75
C 0.73 0.50 1.15
C -0.19 7.91 -4.27
C 2.95 6.78 -6.23
C -2.49 -6.37 3.85
C -0.37 -1.93 -3.84
C 3.73 5.42 -2.70
C 1.85 9.21 -4.61
C -1.11 -6.72 4.45
C 3.51 5.89 -5.12
C -3.61 -0.21 1.05
C -1.78 -7.45 6.82
C -1.17 -6.15 7.35
C -2.63 -0.46 -1.03
C 4.37 7.64 -3.49
H -0.65 -4.15 6.75
H -0.45 -8.65 8.07
H 0.77 -7.36 3.54
H 0.42 1.40 1.66
H -0.13 -6.34 7.65
H 3.17 4.50 -2.84
H 4.71 7.65 -2.45
H -3.79 -8.31 6.98
H -1.86 -9.52 7.47
H 1.11 7.81 -6.71
H -0.56 -4.65 4.29
H 1.50 -0.07 -0.81
H 4.56 5.68 -5.30
H 4.79 5.18 -2.81
H 0.41 2.74 -0.50
H -3.71 -7.07 5.77
H 3.56 7.68 -6.33
H -1.70 -5.85 8.26
H -5.66 0.25 1.00
H -2.04 -8.33 8.76
H 3.97 8.63 -3.67
H -3.91 -0.11 -2.67
H -0.64 8.59 -5.00
H -0.05 1.57 -4.36
H 1.56 0.11 1.73
H 3.57 5.77 -1.68
H -0.33 -1.46 3.51
H -0.30 -6.44 2.48
H -0.75 -2.51 -3.01
H 1.17 -3.48 0.98
H -0.08 -2.64 -4.62
H 1.90 1.98 -2.53
H 2.82 9.30 -5.08
H -1.13 -1.28 -4.25
H -3.05 -7.27 3.59
H -0.35 8.33 -3.28
H -1.80 -0.69 -1.68
H 1.18 9.85 -5.19
H -0.66 1.46 -0.99
H 3.02 6.25 -7.19
H 0.08 -3.10 -1.00
H 2.23 1.34 -0.12
H 0.89 6.22 -6.01
H -3.60 -0.23 2.12
H 2.99 4.93 -5.15
H -2.35 -5.77 2.95
H -0.67 -8.13 2.86
H -3.70 -6.61 7.47
H 0.48 2.99 -2.77
H -3.11 -5.76 4.51
H 5.24 7.51 -4.12
H -0.70 0.57 -3.09
H 1.90 9.64 -3.60
H 0.56 -5.61 5.23
H -0.72 6.97 -4.34
H -2.20 -4.68 6.14

***

[2]
14
Properties=species:S:1:pos:R:3 method="wB97M-V/def2-TZVPD" orbital_gap_ev=10.78 e_homo_ev=-9.881 smiles="NC(=O)C[C@H]1CO1" total_charge=0 de_lowest_kcal_mol=33.3
O 1.58 1.16 -0.45
O -1.51 -1.72 0.60
N -1.84 0.18 -0.59
C -1.22 -0.56 0.37
C 1.26 0.09 0.42
C -0.10 0.17 1.11
C 1.44 -0.14 -1.02
H 2.08 -0.22 1.07
H -0.03 -0.29 2.10
H 2.36 -0.59 -1.38
H -0.34 1.23 1.24
H -1.65 1.17 -0.71
H -2.60 -0.24 -1.10
H 0.57 -0.26 -1.66

***

[3]
10
Properties=species:S:1:pos:R:3 method="wB97M-V/def2-TZVPD" orbital_gap_ev=7.26 e_homo_ev=-7.675 total_charge=0 de_lowest_kcal_mol=60.0
S 1.95 -1.02 -0.13
S -1.29 -1.07 -0.15
O -0.24 1.45 -0.27
N -2.87 -0.36 0.02
N 3.09 0.26 -0.09
C -0.27 0.27 -0.08
H 3.63 0.22 0.76
H 2.56 1.12 -0.09
H -3.23 -0.60 0.89
H -3.32 -0.28 -0.86

***

[4]
17
Properties=species:S:1:pos:R:3 method="wB97M-V/def2-TZVPD" orbital_gap_ev=8.22 e_homo_ev=-4.899 total_charge=-1 de_lowest_kcal_mol=89.8
I 0.74 -0.78 0.48
O 0.24 -0.46 -4.23
O -1.70 1.64 3.56
N -0.22 -0.15 -2.08
N -0.03 0.27 3.14
N 1.33 -1.48 -2.62
N -0.80 1.49 1.57
C -0.99 1.07 2.78
C 0.43 -0.68 -3.05
H 1.40 -1.46 -1.61
H 0.58 -0.13 2.44
H -0.08 -0.63 -1.21
H -1.13 0.27 -2.25
H -1.65 1.81 1.13
H 1.94 -1.82 -3.34
H 0.16 0.26 4.13
H -0.20 0.79 1.17

***

[5]
20
Properties=species:S:1:pos:R:3 method="wB97M-V/def2-TZVPD" spin_multiplicity=2 orbital_gap_ev="4.29 / 7.91" e_homo_ev="-4.052 / -7.742" s_squared=0.7538 total_charge=0 de_lowest_kcal_mol=60.5
O -1.67 -1.18 0.79
O 2.05 -0.38 -2.83
N 0.22 -0.14 -1.17
C 2.44 -0.74 -1.64
C -1.55 -0.12 1.67
C -1.54 1.13 1.29
C 1.40 -0.78 -0.55
C -1.30 2.26 2.26
H -1.40 1.94 3.29
H -0.66 -0.42 -0.74
H -2.02 -1.91 1.30
H -1.79 1.45 0.28
H -1.33 -0.44 2.68
H 1.09 -1.83 -0.36
H 0.17 -0.40 -2.17
H -2.01 3.06 2.08
H 0.29 0.88 -1.14
H -0.29 2.67 2.13
H 1.61 -0.34 0.42
H 3.42 -1.15 -1.39

***

[6]
33
Properties=species:S:1:pos:R:3 method="wB97M-V/def2-TZVPD" spin_multiplicity=2 orbital_gap_ev="4.67 / 4.39" e_homo_ev="2.765 / 2.770" s_squared=0.7620 total_charge=-3 de_lowest_kcal_mol=0.0
Y -0.21 -0.49 -0.01
O 0.49 1.01 1.82
O 1.90 0.65 -0.78
O -1.79 -1.06 1.96
O 0.40 -1.40 -2.18
O -2.30 -1.28 -0.92
O 1.74 3.81 -1.41
O 0.90 -2.25 1.20
C -1.18 -2.18 2.67
C 2.86 1.69 -0.50
C -0.84 -1.74 -2.88
C 2.39 3.20 -0.37
C -2.25 -1.32 -2.35
C 0.33 -2.58 2.45
B -1.34 1.70 -0.56
H -3.06 -1.84 -2.85
H -0.71 -1.48 -3.93
H 0.40 -3.64 2.68
H 3.38 1.42 0.42
H -1.60 1.03 0.25
H 3.13 3.88 0.05
H 0.00 1.76 2.16
H -0.92 2.59 -0.11
H -1.24 -1.84 3.71
H 1.65 3.18 0.44
H -1.83 -3.05 2.57
H -0.61 1.21 -1.18
H 0.95 -2.06 3.17
H 1.18 0.86 2.47
H -0.74 -2.83 -2.93
H -2.24 1.86 -1.13
H -2.50 -0.33 -2.73
H 3.67 1.51 -1.20

***

Computed values of molar mass (unit: g/mol) for the preceding records, in sequence: 671.558 101.105 124.190 247.016 118.156 301.921.
Computed values of energy (unit: eV) for the preceding records, in sequence: -119225.4143 -9845.8378 -27797.3007 -20361.5688 -10960.7489 -22556.1513.